ORCA calculation (the ωB97M-V functional and the def2-TZVPD basis) on a single C5H11N molecule.

Each line ends with the Mulliken charge.
Atoms and positions in Å:
C1 -1.833 1.083 -0.245  -1.071
C2 -1.489 -0.397 -0.260  -0.340
N1 -0.076 -0.642 -0.147  -0.100
C3 0.713 -1.554 0.603  -0.564
C4 1.006 -0.070 0.577  0.115
C5 2.031 0.561 -0.341  -1.263
H1 -2.842 1.234 -0.642  0.369
H2 -1.794 1.507 0.762  0.296
H3 -1.138 1.642 -0.879  0.268
H4 -2.095 -0.939 0.476  0.268
H5 -1.781 -0.799 -1.236  0.262
H6 0.347 -1.940 1.559  0.285
H7 1.284 -2.287 0.027  0.234
H8 0.870 0.447 1.535  0.328
H9 3.006 0.745 0.120  0.348
H10 1.653 1.524 -0.716  0.256
H11 2.137 -0.113 -1.194  0.308

Atomic forces in eV per Å
0.027 0.120 0.022
-0.309 -0.101 0.021
0.058 0.037 -0.455
0.049 -0.139 0.092
0.156 0.235 -0.073
0.080 -0.029 0.034
0.123 -0.003 0.118
0.046 -0.039 -0.077
-0.068 -0.063 0.041
0.119 0.030 0.225
-0.094 -0.044 0.073
-0.101 0.087 -0.113
0.085 0.250 0.147
-0.311 -0.154 -0.187
-0.113 -0.124 0.038
0.061 -0.227 0.105
0.192 0.165 -0.012

**Net charge**: 0
**SMILES**: CCN1C[C@H]1C
**Energy**: -6851.914 eV

---

ORCA calculation (the ωB97M-V functional and the def2-TZVPD basis) on 12 unconnected molecules or ions with the total composition C39H81N3O21S3.

Each line ends with the Mulliken charge.
Atoms and positions in Å:
O1 2.773 1.421 -2.491  -0.417
S1 3.814 1.790 -1.622  0.440
O2 4.500 0.795 -0.885  -0.411
O3 4.828 2.743 -2.371  -0.369
C1 5.088 3.941 -1.600  -0.496
C2 3.753 4.199 -0.921  -0.075
O4 3.266 2.890 -0.599  0.084
H1 5.818 3.643 -0.846  0.324
H2 5.386 4.748 -2.255  0.342
H3 3.053 4.693 -1.598  0.170
H4 3.826 4.775 -0.003  0.140
O5 -0.472 0.796 -6.729  -0.493
S2 -0.037 -0.554 -6.740  1.049
O6 0.100 -1.185 -7.991  -0.627
O7 1.277 -0.742 -5.883  -0.389
C3 1.004 -1.165 -4.533  0.304
C4 -0.398 -1.750 -4.534  0.952
O8 -0.971 -1.427 -5.801  -0.327
H5 1.791 -1.888 -4.312  0.207
H6 1.220 -0.344 -3.853  -0.186
H7 -1.030 -1.337 -3.752  -0.618
H8 -0.442 -2.830 -4.395  0.057
O9 1.269 -6.477 4.130  -0.614
S3 0.251 -5.505 4.262  1.132
O10 -1.024 -5.931 4.678  -0.530
O11 0.772 -4.324 5.190  -0.415
C5 1.299 -3.225 4.426  -0.092
C6 0.590 -3.305 3.076  1.924
O12 0.163 -4.653 2.918  -0.276
H9 1.004 -2.311 4.936  0.211
H10 2.385 -3.259 4.431  0.418
H11 1.251 -2.915 2.309  -0.527
H12 -0.293 -2.680 3.185  -1.275
C7 -0.592 -6.709 -2.404  -0.914
N1 -1.652 -5.784 -2.735  -0.138
C8 -1.777 -4.536 -2.232  0.282
C9 -0.765 -4.068 -1.225  -0.528
O13 -2.660 -3.763 -2.570  -0.612
H13 -0.540 -7.513 -3.137  0.333
H14 -0.737 -7.195 -1.435  0.287
H15 0.405 -6.266 -2.429  0.275
H16 -2.324 -6.087 -3.419  0.296
H17 0.178 -3.726 -1.670  0.336
H18 -0.456 -4.732 -0.413  0.604
H19 -1.133 -3.162 -0.746  -0.294
C10 4.602 1.278 2.858  -0.872
N2 3.186 1.510 3.088  0.046
C11 2.317 0.567 3.521  0.454
C12 0.881 1.034 3.667  0.820
O14 2.660 -0.580 3.795  -0.663
H20 5.066 2.247 2.668  0.385
H21 4.767 0.661 1.982  0.127
H22 5.091 0.863 3.737  0.316
H23 2.834 2.440 2.954  0.061
H24 0.727 1.903 3.027  -0.697
H25 0.751 1.392 4.693  0.713
H26 0.197 0.217 3.482  -0.659
C13 0.525 3.854 1.298  -0.220
N3 1.390 4.795 1.954  0.047
C14 1.425 6.115 1.594  0.702
C15 2.245 7.009 2.503  -1.253
O15 0.836 6.540 0.621  -0.611
H27 -0.005 4.354 0.493  -0.142
H28 -0.256 3.419 1.932  0.109
H29 1.052 2.995 0.872  0.121
H30 1.870 4.546 2.802  0.253
H31 2.085 8.046 2.234  0.356
H32 3.307 6.789 2.349  0.281
H33 2.014 6.784 3.543  0.355
C16 -0.119 3.385 -2.498  0.793
C17 -0.410 2.912 -3.916  0.483
C18 -1.454 3.938 -4.396  -0.827
O16 -1.888 4.678 -3.243  -0.562
C19 -1.438 3.998 -2.067  0.030
H34 0.687 4.123 -2.474  -0.175
H35 0.170 2.585 -1.810  -0.231
H36 -0.856 1.916 -3.861  -0.638
H37 0.456 2.882 -4.571  0.394
H38 -2.246 3.425 -4.946  0.306
H39 -1.025 4.718 -5.028  0.372
H40 -2.232 3.275 -1.840  -0.148
H41 -1.329 4.729 -1.267  0.244
C20 -5.129 2.086 1.361  -0.867
C21 -4.484 2.342 2.719  -0.099
C22 -3.083 2.755 2.297  -0.425
O17 -2.809 1.973 1.108  0.302
C23 -4.003 1.331 0.664  -0.125
H42 -5.333 2.998 0.800  0.316
H43 -6.047 1.506 1.451  0.406
H44 -4.472 1.425 3.309  -0.252
H45 -5.025 3.122 3.254  0.458
H46 -2.297 2.577 3.031  0.158
H47 -3.057 3.788 1.939  0.317
H48 -3.963 0.285 1.010  0.158
H49 -4.085 1.294 -0.423  -0.105
C24 -2.417 -1.123 3.833  1.867
C25 -2.873 -2.568 3.764  -0.631
C26 -2.913 -2.979 5.251  -0.321
O18 -3.223 -1.768 5.952  -0.484
C27 -3.087 -0.628 5.120  -0.649
H50 -2.599 -0.466 2.983  -0.841
H51 -1.346 -1.096 4.070  -0.697
H52 -2.239 -3.217 3.161  0.309
H53 -3.882 -2.660 3.354  0.395
H54 -1.945 -3.401 5.528  0.167
H55 -3.762 -3.637 5.414  0.338
H56 -2.477 0.138 5.609  0.237
H57 -4.071 -0.180 4.936  0.295
C28 0.499 -0.886 0.560  2.598
C29 -0.655 0.100 0.475  1.510
C30 -1.061 0.035 -1.017  -0.184
O19 -0.010 -0.638 -1.704  0.931
C31 1.101 -0.781 -0.853  0.829
H58 0.225 -1.939 0.661  -1.162
H59 1.305 -0.751 1.286  -0.663
H60 -0.327 1.105 0.731  -0.768
H61 -1.497 -0.192 1.096  -0.424
H62 -1.207 1.059 -1.373  -0.938
H63 -1.986 -0.529 -1.154  0.280
H64 1.864 -0.011 -0.926  -1.945
H65 1.631 -1.716 -1.072  0.100
C32 5.747 -1.994 0.132  -0.501
C33 4.269 -2.337 0.363  0.825
C34 4.346 -3.600 1.236  -0.134
O20 5.714 -3.772 1.622  -0.495
C35 6.428 -2.584 1.346  -0.581
H66 5.999 -0.955 -0.073  0.236
H67 6.073 -2.516 -0.773  0.372
H68 3.809 -2.545 -0.603  0.110
H69 3.708 -1.542 0.850  -0.649
H70 4.013 -4.484 0.690  0.308
H71 3.754 -3.513 2.151  -0.078
H72 7.472 -2.871 1.187  0.374
H73 6.486 -1.894 2.202  0.212
C36 -5.010 -0.212 -3.169  -0.591
C37 -3.816 0.399 -3.908  0.852
C38 -4.089 0.017 -5.374  -0.315
O21 -5.033 -1.066 -5.338  -0.479
C39 -5.202 -1.473 -4.000  -0.336
H74 -5.882 0.442 -3.263  0.351
H75 -4.824 -0.402 -2.111  0.257
H76 -2.907 -0.092 -3.547  -0.948
H77 -3.688 1.469 -3.738  0.329
H78 -3.148 -0.308 -5.812  0.029
H79 -4.566 0.836 -5.911  0.342
H80 -4.418 -2.186 -3.699  0.104
H81 -6.145 -1.992 -3.826  0.407

Atomic forces in eV per Å
-0.491 -0.231 -0.893
0.119 0.820 0.504
0.242 -0.187 0.273
0.064 0.226 -0.490
-0.469 -0.785 0.749
-0.177 0.296 -0.361
0.088 -0.123 0.287
0.344 0.468 -0.146
0.255 -0.122 -0.123
-0.066 -0.066 0.035
0.055 -0.070 0.065
-0.048 0.418 0.410
-0.299 0.052 0.483
0.303 -0.572 -0.585
0.037 0.055 -0.246
1.356 0.009 0.128
-0.579 0.007 0.568
-0.165 -0.070 -0.317
-0.275 -0.283 -0.062
-0.687 0.228 -0.069
0.119 0.204 -0.027
0.232 -0.033 -0.295
0.416 -0.240 -0.285
1.107 0.126 0.203
-0.911 0.240 0.144
-0.461 -0.082 -0.011
0.015 0.163 0.537
0.147 0.732 1.224
0.069 -0.118 -0.575
0.081 -0.028 0.073
0.031 -0.244 -0.311
-0.141 -0.552 -0.400
-0.096 0.015 -0.550
0.398 -0.579 0.077
0.333 -0.221 -0.097
-0.151 0.437 0.179
0.979 0.667 0.831
-0.143 -0.223 -0.271
-0.283 0.105 -0.096
0.000 0.158 0.052
-0.143 0.283 0.122
-0.151 0.265 0.022
-0.128 -0.278 -0.405
-0.311 -0.428 -0.260
-0.371 -0.088 -0.139
0.017 0.435 0.174
-0.004 0.027 0.037
-0.047 -0.550 0.204
0.737 0.557 0.326
-0.042 0.360 -0.314
-0.032 -0.015 -0.038
0.024 -0.286 -0.057
-0.112 -0.235 -0.049
-0.010 -0.070 -0.150
-0.398 -0.294 -0.121
-0.068 -0.187 0.046
-0.087 0.071 -0.197
-0.589 -0.846 -0.382
0.192 0.175 0.148
-0.155 0.294 -0.025
0.307 -0.588 -0.238
0.053 -0.056 -0.071
0.190 0.152 -0.062
0.134 0.362 0.272
0.251 0.231 -0.051
-0.146 -0.037 0.058
-0.187 0.053 0.155
-0.021 0.010 0.049
-0.015 0.302 0.063
0.239 -0.463 0.641
-0.277 0.141 0.244
0.565 0.410 0.029
-0.246 -0.140 0.018
-0.304 0.401 -0.942
-0.158 0.177 -0.006
0.146 -0.071 -0.213
0.045 -0.031 -0.202
0.053 -0.116 0.045
-0.317 0.249 0.244
0.075 -0.325 -0.350
0.408 -0.307 0.497
-0.178 0.013 0.021
0.074 -0.650 -0.181
-0.196 0.650 -0.203
-0.209 -0.119 -0.959
0.278 0.078 -0.026
-0.210 -0.480 0.538
-0.053 0.142 0.225
-0.002 0.002 -0.140
-0.001 0.010 0.046
0.187 -0.036 0.226
-0.013 -0.043 0.034
-0.007 0.176 0.519
-0.181 0.026 -0.062
0.261 0.354 -0.037
0.333 0.283 0.866
-0.459 -0.307 -0.098
-0.428 0.814 -1.109
0.306 0.014 0.368
-0.078 0.050 -0.353
-0.105 -0.196 -0.127
0.020 -0.070 -0.340
0.033 -0.021 0.054
0.032 0.208 -0.068
-0.159 -0.066 0.481
0.377 -0.472 0.252
-0.017 -0.107 0.146
-0.028 -0.150 -0.023
1.050 -0.445 -0.869
0.051 -0.618 -0.037
-0.045 0.226 0.770
0.098 0.264 -0.435
0.303 -0.939 0.983
-0.628 0.187 0.133
-0.320 0.488 0.257
-0.103 0.002 0.118
0.042 0.235 0.173
-0.002 -0.149 -0.332
0.040 -0.033 -0.135
-0.334 0.459 -0.168
-0.191 0.045 -0.357
0.237 0.048 -0.417
0.204 0.000 -0.268
0.081 0.134 0.182
-0.203 -0.130 0.040
0.765 -0.065 0.015
-0.335 0.127 0.339
0.095 -0.214 0.157
-0.211 0.046 0.107
0.049 0.140 0.095
0.149 -0.085 0.099
-0.177 0.061 -0.043
-0.099 -0.056 -0.257
-0.568 -0.023 0.032
-0.137 0.270 -0.276
-0.056 -0.050 0.335
-0.053 -0.063 0.770
-0.104 0.037 -0.260
0.593 -0.382 1.001
-0.007 -0.049 0.051
0.027 -0.093 -0.022
0.025 0.012 -0.105
-0.086 0.030 -0.134
-0.189 0.081 -0.488
0.238 0.007 -0.235
-0.019 0.004 -0.178
-0.224 0.246 -0.428

**Net charge**: 0
**SMILES**: O=S1(=O)OCCO1.O=S1(=O)OCCO1.O=S1(=O)OCCO1.CNC(C)=O.CNC(C)=O.CNC(C)=O.C1CCOC1.C1CCOC1.C1CCOC1.C1CCOC1.C1CCOC1.C1CCOC1
**Energy**: -121726.055 eV

---

ORCA calculation (the ωB97M-V functional and the def2-TZVPD basis) on a molecular structure, C34H34GeIN3ORu.

Each line ends with the Löwdin spin population.
Atoms and positions in Å:
Ru1 -1.202 -0.272 0.328  0.812
O1 -2.841 0.896 1.901  0.024
C1 -4.053 0.447 1.326  0.007
C2 -4.036 0.699 -0.158  0.003
C3 -5.178 1.119 -0.818  0.000
C4 -5.162 1.269 -2.195  0.001
C5 -3.984 0.995 -2.867  0.000
C6 -2.877 0.593 -2.143  0.000
N1 -2.887 0.446 -0.812  0.002
H1 -2.486 0.261 2.542  0.003
H2 -4.902 0.971 1.776  0.000
H3 -4.175 -0.629 1.470  0.002
H4 -6.073 1.325 -0.244  0.000
H5 -6.046 1.596 -2.727  0.000
H6 -3.905 1.100 -3.940  0.000
H7 -1.940 0.378 -2.634  -0.001
I1 -4.421 -6.705 1.457  0.002
C7 -3.526 -4.897 0.982  0.001
C8 -2.422 -4.710 0.180  0.001
N2 -2.208 -3.383 0.153  0.011
N3 -3.081 -2.715 0.892  0.016
C9 -3.906 -3.611 1.410  0.001
H8 -1.800 -5.412 -0.349  0.000
H9 -1.451 -2.811 -0.255  0.015
H10 -4.717 -3.328 2.061  0.000
C10 -0.267 -1.205 -0.771  0.034
Ge1 1.082 0.216 -1.236  0.026
C11 2.191 1.276 0.026  -0.001
C12 1.572 2.097 0.968  -0.002
C13 2.321 2.873 1.842  0.000
C14 3.709 2.814 1.814  0.001
C15 4.340 1.981 0.903  0.000
C16 3.583 1.226 0.012  0.001
C17 2.427 -0.798 -2.299  0.015
C18 3.344 -0.138 -3.120  0.003
C19 4.276 -0.840 -3.874  0.001
C20 4.308 -2.227 -3.818  0.000
C21 3.403 -2.900 -3.010  0.000
C22 2.471 -2.189 -2.263  0.000
C23 0.377 1.487 -2.601  0.000
C24 -0.124 2.734 -2.224  0.000
C25 -0.762 3.561 -3.137  0.000
C26 -0.921 3.151 -4.456  0.002
C27 -0.426 1.917 -4.852  0.000
C28 0.222 1.098 -3.931  0.001
H11 0.489 2.082 1.035  -0.002
H12 1.820 3.508 2.564  0.000
H13 4.295 3.405 2.509  0.000
H14 5.422 1.916 0.885  0.000
H15 4.092 0.580 -0.694  0.000
H16 3.324 0.946 -3.177  0.000
H17 4.976 -0.306 -4.507  0.000
H18 5.033 -2.780 -4.405  0.000
H19 3.419 -3.983 -2.964  0.000
H20 1.749 -2.715 -1.647  0.000
H21 -0.034 3.051 -1.190  -0.001
H22 -1.145 4.524 -2.819  0.000
H23 -1.427 3.791 -5.170  0.000
H24 -0.543 1.589 -5.879  0.000
H25 0.606 0.135 -4.252  0.000
C29 1.057 0.973 5.132  0.001
C30 1.212 -0.363 4.395  0.002
C31 0.757 -1.508 5.310  0.001
C32 2.687 -0.560 4.017  0.000
C33 0.413 -0.353 3.158  0.012
C34 -0.179 -0.400 2.093  0.006
H26 1.656 0.979 6.048  0.000
H27 0.012 1.145 5.398  0.000
H28 1.384 1.793 4.492  0.000
H29 1.361 -1.536 6.223  0.000
H30 0.853 -2.463 4.793  0.000
H31 -0.290 -1.378 5.590  0.000
H32 3.318 -0.560 4.912  0.000
H33 3.016 0.240 3.350  0.000
H34 2.820 -1.508 3.493  0.000

Atomic forces in eV per Å
0.394 0.389 -0.226
-0.034 0.140 0.021
0.000 -0.055 0.024
0.078 0.023 -0.059
-0.047 0.057 -0.008
0.019 -0.018 0.050
-0.016 0.011 -0.026
0.009 0.011 -0.029
-0.033 -0.126 0.136
0.050 -0.022 -0.058
-0.021 -0.003 -0.028
0.027 -0.029 0.021
0.003 0.002 0.005
-0.002 -0.001 -0.001
0.024 -0.005 0.002
0.018 -0.009 0.006
0.057 0.116 -0.032
-0.153 -0.172 0.106
-0.021 0.168 0.003
-0.052 -0.103 0.184
-0.459 0.224 0.266
0.244 -0.384 -0.232
0.020 0.015 -0.014
0.208 0.067 -0.173
-0.012 0.028 -0.012
-0.178 -0.387 0.056
-0.207 0.222 0.070
-0.022 -0.026 -0.025
0.058 -0.011 -0.038
-0.012 0.023 0.016
0.012 0.006 -0.004
-0.001 0.008 0.007
0.006 -0.009 0.002
0.028 0.068 -0.027
-0.009 -0.032 -0.016
-0.007 0.039 0.005
-0.001 -0.030 0.005
0.019 -0.006 -0.010
-0.004 0.002 0.024
0.071 -0.092 0.083
-0.023 -0.018 0.031
-0.005 0.006 -0.029
-0.001 0.016 0.011
0.017 -0.027 -0.007
0.001 0.036 0.004
0.004 0.029 0.031
-0.005 -0.003 -0.003
-0.004 0.001 0.002
0.000 -0.005 -0.007
0.011 0.009 0.018
0.011 -0.004 -0.008
-0.002 -0.003 0.001
-0.001 0.001 0.001
0.002 0.001 -0.002
-0.003 0.003 -0.003
-0.001 0.001 -0.012
0.000 -0.002 0.000
0.000 -0.003 0.001
0.001 0.002 -0.001
-0.001 -0.002 -0.017
-0.004 0.005 0.013
-0.005 0.049 -0.084
0.023 0.011 0.011
0.017 0.013 -0.010
-0.097 -0.147 0.102
0.012 -0.054 -0.131
-0.001 -0.001 -0.002
0.002 0.001 0.002
0.004 0.006 0.002
0.006 0.001 -0.005
-0.007 -0.007 0.010
-0.004 -0.008 -0.007
-0.007 0.003 0.005
0.003 -0.012 0.009
0.002 0.001 0.000

**2S+1**: 2
**Net charge**: -1
**Energy**: -109522.620 eV
**Expectation value of S²**: 0.7632

---

Strongest force on any atom / eV/A: 0.5 1.4 0.6